3 unconnected molecules or ions with the total composition CH8O2S2, computed with wB97M-V/def2-TZVPD.

Frontier orbital gap ... 8.7 eV
Charge ... 0
SMILES ... CSS.O.O

Geometry (Å):
S -0.182 -2.618 -0.520
H -1.131 -2.295 0.405
S 1.589 -1.719 -0.376
O -0.244 2.159 1.044
H 0.963 0.041 -1.891
C 1.608 0.042 -1.006
H 2.645 0.018 -1.445
O -1.797 -0.764 0.929
H -1.225 -0.139 0.476
H 0.142 2.522 0.239
H -2.576 -0.439 1.388
H -1.167 2.431 0.997
H 1.375 0.762 -0.239



3 unconnected molecules or ions with the total composition CH8O2S2, computed with wB97M-V/def2-TZVPD.

Frontier orbital gap ... 8.7 eV
Charge ... 0
SMILES ... CSS.O.O

Geometry (Å):
H 1.069 1.692 -1.103
H 0.004 1.230 0.116
S 2.135 -0.150 0.036
H -0.531 -0.361 1.399
C 1.056 1.370 -0.061
H -2.653 0.400 -0.175
S 1.405 -1.317 -1.692
H 1.588 2.170 0.617
O -0.500 -1.295 1.242
H 0.138 -1.529 1.902
H 0.044 -1.180 -1.486
O -1.867 -0.051 -0.553
H -1.888 -0.978 -0.241



In kcal per mole, the ΔE to the lowest compared entry with this formula, charge and spin values for the records above are, in order, 28.0; 21.3.
In eV, the HOMO level values for the records above are, in order, -8.37; -8.45.